Record 1
64
Properties=species:S:1:pos:R:3:forces:R:3 method="wB97M-V/def2-TZVPD" total_charge=+2 energy_ev=-50676.3802 orbital_gap_ha="0.202 / 0.164" lumo_ev="-7.6 / -8.6" e_above_lowest_ev=0.000 homo_energy_ev="-13.1 / -13.1" spin_multiplicity=5 max_force_ha_per_bohr=0.1364
P -0.255785 -3.468521 -1.773041 -0.583 -2.942 -3.682
P 0.295884 0.069599 -2.383319 0.552 0.228 -4.296
C -0.962138 -2.213587 -2.944358 -0.358 -0.622 0.185
C 0.084350 -1.343325 -3.611709 -0.503 0.285 0.691
H -1.623086 -1.594670 -2.286285 0.037 -0.213 -0.722
H -1.632244 -2.734638 -3.620118 -0.136 -0.157 -0.190
H 1.064923 -1.807727 -3.783632 -0.484 0.006 0.061
H -0.256049 -0.973346 -4.590180 -0.037 -0.048 0.463
C -1.090768 1.154537 -3.044918 -0.664 0.051 0.501
H -1.255983 2.008919 -2.371752 -0.064 -0.241 -0.197
H -2.050495 0.618968 -3.149857 0.342 0.169 0.211
H -0.828534 1.573382 -4.033930 -0.061 -0.404 0.571
C 1.436751 0.795273 -3.736152 1.107 0.256 0.299
H 0.893138 0.746379 -4.707742 0.380 -0.085 0.887
H 2.345420 0.172625 -3.811658 -0.272 0.353 0.021
H 1.747671 1.839872 -3.612599 -0.062 -0.205 0.236
C -1.160639 -5.026802 -1.978192 -0.942 0.154 0.388
H -1.969896 -4.965227 -1.225477 0.154 -0.468 -0.534
H -0.473915 -5.853963 -1.694725 -0.604 0.383 -0.457
H -1.617538 -5.115162 -3.017111 0.839 -0.043 1.320
C 1.352167 -3.939902 -2.338669 0.377 0.055 0.099
H 1.872145 -3.029357 -2.615089 0.517 -0.298 -0.172
H 1.225675 -4.665361 -3.154282 0.363 0.336 0.116
H 1.842320 -4.391259 -1.473101 0.196 -0.147 -0.271
Ru -0.351951 -2.139356 -0.187079 -1.245 2.884 6.272
C 0.252932 4.126988 -0.579044 0.537 -0.136 0.615
C -1.185162 3.932173 -0.348827 -1.655 1.129 -0.539
C -1.557857 2.590099 0.200471 -0.191 0.230 0.435
C -0.227630 1.803758 0.141558 -1.674 -1.072 -0.558
C 0.712488 2.709948 -0.616193 -0.652 -1.016 1.691
C 2.005032 2.537293 -0.243891 3.176 1.845 -0.532
C 2.386244 3.661068 0.690639 -0.650 0.542 -0.053
C 1.106308 4.562036 0.728979 -0.491 -0.345 0.256
C 0.466040 -3.748415 0.904300 0.694 -1.269 0.153
H 0.589288 4.683696 -1.471485 -0.356 0.069 0.405
H -1.901478 4.745687 -0.566870 0.390 -0.724 0.278
H -2.393553 2.080862 -0.349755 0.676 0.513 0.347
H -1.891106 2.642911 1.266072 0.090 0.045 -0.658
H 0.157131 1.549295 1.136122 0.246 0.406 0.002
H -0.391152 0.784093 -0.270343 0.313 0.875 0.155
H -1.927145 -2.612579 -0.231776 1.524 -0.047 -0.414
H 2.775918 1.915303 -0.685698 -0.296 -0.816 0.498
H 3.279795 4.272934 0.446305 -0.159 -0.874 -0.048
H 2.513430 3.185452 1.689199 0.372 0.182 -0.441
H 0.506793 4.226176 1.608510 0.287 0.567 -0.616
H 1.297259 5.652811 0.799733 -0.117 -0.798 -0.164
H 1.554474 -3.619195 1.229355 -1.390 0.269 -0.867
H 0.343121 -4.776661 0.459552 0.151 1.063 0.378
H -0.126737 -3.756334 1.839365 -0.034 0.308 -0.543
O 1.620097 0.501196 3.233707 -0.332 -0.675 -0.531
C 0.558613 0.328861 4.046574 -0.475 0.678 0.938
C 0.474782 1.124440 5.217051 -0.379 -0.241 -0.091
C -0.666543 1.037649 6.024434 -0.114 -0.326 0.104
C -1.765280 0.204751 5.687021 0.288 -0.142 -0.595
C -1.706586 -0.500495 4.481136 -0.348 0.017 0.887
C -0.539934 -0.521145 3.712683 0.148 1.121 -1.535
C -0.596450 -0.997188 2.303807 -0.126 -0.667 0.706
O -1.651022 -1.418227 1.714593 1.538 0.459 -0.086
O 0.534232 -1.012760 1.649730 -1.049 -0.647 -1.347
H 1.435138 -0.146493 2.466486 0.643 0.751 0.855
H 1.283209 1.835370 5.458560 -0.450 -0.606 -0.165
H -0.727015 1.624328 6.956851 0.125 -0.286 -0.643
H -2.661449 0.124060 6.322363 0.629 0.235 -0.379
H -2.567644 -1.051119 4.093705 0.258 0.098 0.305

=====

Record 2
20
Properties=species:S:1:pos:R:3:forces:R:3 method="wB97M-V/def2-TZVPD" total_charge=0 energy_ev=-9943.2098 orbital_gap_ha=0.327 lumo_ev=0.8 e_above_lowest_ev=0.987 homo_energy_ev=-8.1 spin_multiplicity=1 max_force_ha_per_bohr=0.0464 smiles=C1CCNC1.O.O
C -0.945723 -0.460826 0.301691 -0.680 0.174 2.279
C -0.127079 0.470791 -0.543425 -0.547 -0.463 -1.306
C 0.153413 1.625904 0.398623 -0.666 -1.106 0.407
N 0.421659 0.918655 1.664781 0.619 1.201 -0.549
C -0.247748 -0.358042 1.708630 0.575 -0.628 -0.536
H -1.052339 -1.509849 0.056905 0.170 -0.010 -0.608
H -1.954675 -0.061450 0.458495 -0.011 -0.033 -0.295
H -0.675282 0.809700 -1.430581 0.009 -0.037 0.077
H 0.728244 -0.098062 -0.913336 0.399 0.567 0.204
H 0.891126 2.299230 -0.030004 0.363 0.053 0.622
H -0.798389 2.142710 0.564136 0.104 0.515 -0.491
H 1.172756 1.230612 2.252898 -0.162 -0.381 0.163
H -0.944561 -0.468713 2.544284 -0.134 0.148 -0.095
H 0.473083 -1.185073 1.792214 -0.018 0.033 0.093
O 3.144880 0.043698 -0.265637 -0.093 0.526 -0.565
H 3.662938 -0.725723 -0.061354 0.265 -0.444 0.297
H 2.704073 0.322319 0.538276 -0.197 -0.103 0.297
O -2.058503 -1.777949 -2.659334 -0.041 -0.239 -0.180
H -2.288159 -0.893884 -2.948799 -0.011 0.270 0.050
H -2.259716 -2.324047 -3.428462 0.058 -0.042 0.137

=====

Record 3
9
Properties=species:S:1:pos:R:3:forces:R:3 method="wB97M-V/def2-TZVPD" total_charge=0 energy_ev=-8389.3722 orbital_gap_ha=0.338 lumo_ev=0.3 e_above_lowest_ev=4.875 homo_energy_ev=-8.9 spin_multiplicity=1 max_force_ha_per_bohr=0.0642
C -1.483739 -0.531175 0.497376 1.112 2.554 -1.644
C 0.981193 0.662161 -0.128481 -2.705 0.348 -0.118
N -0.002980 -0.185588 -0.815184 -2.905 0.882 1.303
O -2.348844 0.284168 0.580809 2.116 -2.198 -0.294
F 0.662991 -1.354078 -1.122186 0.259 -1.249 0.373
H -1.254279 -1.446839 1.071160 -0.232 0.011 -0.220
H 0.343885 1.628565 -0.080689 1.561 -1.300 0.642
H 1.293093 0.160458 0.788529 0.174 0.671 0.388
H 1.808681 0.782329 -0.791334 0.621 0.281 -0.430

=====

Record 4
118
Properties=species:S:1:pos:R:3:forces:R:3 method="wB97M-V/def2-TZVPD" total_charge=+1 energy_ev=-139456.4478 orbital_gap_ha="0.216 / 0.235" lumo_ev="-2.2 / -2.2" e_above_lowest_ev=4.407 homo_energy_ev="-8.0 / -8.6" spin_multiplicity=6 max_force_ha_per_bohr=0.0570
Mn 4.972071 -17.846682 -11.632757 -1.493 0.025 -0.488
C 3.408922 -20.569193 -10.080759 -0.415 0.753 0.346
N 4.302034 -20.242081 -11.178146 0.824 -0.349 -0.552
C 5.696832 -20.606122 -10.901470 -0.212 -0.599 -2.074
C 3.918396 -20.864585 -12.457792 1.413 0.815 -0.416
C 2.577927 -20.507830 -12.884035 -1.826 1.129 -0.538
C 1.807559 -21.537216 -13.405401 -0.947 0.820 0.064
C 0.531923 -21.340196 -13.947458 0.408 0.458 0.300
C -0.010946 -20.063342 -13.875781 2.050 0.280 0.896
C 0.735489 -19.023946 -13.239724 -0.793 -0.494 -1.251
C 2.043175 -19.197820 -12.795677 -0.703 -1.210 -0.413
H 3.353787 -21.650713 -9.909355 -0.042 0.012 0.182
H 2.383700 -20.167227 -10.264935 0.761 -0.407 -0.040
H 3.792156 -20.037551 -9.188049 -0.200 -0.567 -0.234
H 5.868012 -21.651008 -11.197406 0.266 0.094 -0.182
H 5.903750 -20.575089 -9.899931 0.283 0.215 2.663
H 6.425811 -19.920916 -11.386064 -0.492 -0.643 -0.053
H 3.847270 -21.967938 -12.490984 1.195 0.125 0.584
H 4.678003 -20.475097 -13.221039 -0.782 -0.757 0.840
H 2.175425 -22.521774 -13.310544 0.465 -1.057 -0.236
H 0.008509 -22.173278 -14.413011 0.013 0.225 0.130
H -0.918202 -19.861680 -14.364826 -1.201 0.364 -0.267
H 0.326638 -18.011677 -13.236899 0.110 -0.310 0.170
N 5.077456 -15.779896 -11.988314 0.172 0.277 -0.589
S 4.997058 -14.760184 -13.019949 -0.353 0.816 1.565
N 6.390908 -14.012898 -13.540310 0.338 -0.462 -0.283
S 7.509112 -14.738048 -14.344458 0.588 1.857 0.115
N 7.766758 -16.222378 -14.331015 0.518 -1.647 0.661
S 7.912796 -17.568129 -13.288084 0.058 1.537 -0.498
N 6.785836 -18.026150 -12.538941 -0.394 -0.597 0.504
C 8.472021 -18.692878 -14.484750 -1.273 -2.131 1.555
C 8.201981 -20.056791 -14.194651 -0.146 1.153 -0.233
C 8.761750 -20.977745 -15.035250 -0.117 -2.468 0.528
C 9.549679 -20.610565 -16.111653 0.281 0.439 -1.148
C 9.720944 -19.261874 -16.420450 -0.098 -1.227 -0.414
C 9.168503 -18.335300 -15.565545 1.660 1.374 -1.259
C 9.384230 -17.298142 -12.310444 0.342 1.366 0.585
C 10.560608 -16.793208 -12.871555 0.779 -0.543 1.723
C 11.628032 -16.479135 -11.988112 -0.670 -0.149 -2.227
C 11.509415 -16.671564 -10.645667 -0.150 0.008 1.357
C 10.323411 -17.130700 -10.046932 0.187 -0.249 -1.155
C 9.240361 -17.394760 -10.909276 1.086 0.457 0.003
C 8.889223 -13.635711 -13.832389 -0.806 -0.965 0.918
C 9.774386 -13.078581 -14.703547 -0.498 -0.299 -1.869
C 10.653258 -12.129250 -14.251420 0.780 0.680 0.539
C 10.720063 -11.803139 -12.894046 -0.107 -0.883 -0.389
C 9.857242 -12.445794 -12.007519 0.159 0.406 0.696
C 8.932250 -13.346814 -12.467043 -0.873 -0.530 -1.010
C 7.395285 -14.401179 -16.107226 -0.625 -0.467 -1.281
C 7.442142 -15.406662 -17.105608 -0.061 0.381 2.113
C 7.072118 -15.172006 -18.399917 -0.211 -0.215 -0.261
C 6.494429 -13.965924 -18.711196 0.607 1.084 -0.168
C 6.542251 -12.914361 -17.809311 0.309 0.177 0.045
C 7.042426 -13.131092 -16.522217 -1.107 1.144 0.125
C 4.212035 -15.068820 -14.548340 0.144 -0.407 -1.057
C 3.753953 -14.057834 -15.385652 -1.316 -0.297 0.177
C 3.203846 -14.429697 -16.612301 0.949 1.327 0.474
C 3.246004 -15.728908 -17.044493 0.120 -1.160 -0.879
C 3.775771 -16.756195 -16.260242 0.267 1.134 0.915
C 4.275683 -16.377507 -14.977740 -1.069 -0.326 -2.149
C 4.085823 -13.312419 -12.432714 0.440 0.485 -1.415
C 2.875614 -13.589365 -11.813485 -0.070 0.320 1.359
C 2.110512 -12.509035 -11.265208 1.734 -1.076 -1.458
C 2.554397 -11.212035 -11.418833 0.750 -0.326 -1.061
C 3.653104 -10.975259 -12.256929 1.015 0.352 -0.495
C 4.454919 -12.010084 -12.807590 -0.381 1.079 0.835
H 7.530899 -20.371955 -13.399425 0.277 0.289 -0.001
H 8.576644 -22.072646 -14.806075 0.298 1.441 -0.464
H 9.994265 -21.336765 -16.798288 -0.255 0.025 0.462
H 10.215183 -18.987680 -17.353955 0.068 0.102 0.492
H 9.415689 -17.296821 -15.675758 -0.193 0.363 -0.398
H 10.775495 -16.754445 -13.916646 -0.320 0.179 -0.554
H 12.552580 -16.126688 -12.456353 -0.270 -0.075 0.432
H 12.359021 -16.419885 -10.026455 0.038 -0.114 0.158
H 10.324382 -17.338150 -8.965349 -0.433 0.320 -0.661
H 8.285031 -17.592166 -10.491235 -0.590 -0.422 0.031
H 9.705067 -13.308383 -15.782253 0.181 0.156 0.705
H 11.271587 -11.634052 -14.986247 0.229 0.050 0.144
H 11.484273 -11.153856 -12.506819 -0.005 0.414 -0.078
H 9.861507 -12.199314 -10.945531 0.155 -0.053 -0.263
H 8.126857 -13.804165 -11.906034 0.312 0.202 0.638
H 7.628907 -16.391976 -16.765388 0.512 -0.853 0.075
H 7.199053 -15.939551 -19.148685 -0.237 -0.158 0.036
H 6.121340 -13.757245 -19.688206 -0.234 -0.101 -0.594
H 6.238293 -11.906934 -18.140732 0.054 -0.659 0.435
H 6.959236 -12.276718 -15.849550 0.331 -0.345 0.168
H 3.602779 -13.049119 -15.014018 0.403 -0.033 -0.179
H 2.895972 -13.628646 -17.276374 -0.321 -0.202 0.039
H 2.911297 -15.921528 -18.068780 -0.032 -0.178 0.434
H 3.812836 -17.779588 -16.646533 0.047 0.390 0.401
H 4.688659 -17.098683 -14.342283 0.504 -1.059 0.874
H 2.650900 -14.657176 -11.624905 -0.279 0.671 -0.269
H 1.161341 -12.688922 -10.867521 -1.124 -0.439 0.958
H 2.041875 -10.375295 -10.983108 -0.280 0.149 0.047
H 3.908167 -9.927890 -12.510395 -0.088 -0.733 0.288
H 5.354929 -11.743183 -13.430583 -1.160 -0.595 0.813
O 2.133873 -16.963608 -12.279015 0.310 0.181 0.304
C 2.816772 -17.994841 -12.334800 0.484 0.663 -0.021
C 2.988442 -17.211534 -8.578825 -0.379 1.889 -0.328
P 4.717209 -17.285548 -9.200610 -0.310 0.279 1.122
C 5.266447 -15.607153 -8.700271 -1.225 0.353 0.159
C 5.683846 -18.215876 -7.972034 -0.639 0.152 1.053
C 6.875626 -18.733996 -8.440746 0.624 -0.372 -0.622
C 7.737281 -19.459100 -7.632635 0.226 -0.447 0.320
C 7.442444 -19.574441 -6.271897 0.263 -0.291 -0.486
C 6.325370 -18.944768 -5.744116 -1.028 0.430 -0.829
C 5.373663 -18.305090 -6.595690 2.437 -0.952 -0.235
H 2.955546 -16.770299 -7.551587 0.017 -0.086 -0.890
H 2.434098 -18.119980 -8.537026 -0.094 -0.946 -0.180
H 2.425653 -16.544761 -9.330295 0.815 -0.795 1.199
H 6.309660 -15.498409 -8.906765 0.665 0.178 -0.380
H 5.134561 -15.450429 -7.605194 -0.147 -0.139 -0.752
H 4.660978 -14.886024 -9.295273 0.593 -0.269 0.470
H 7.113143 -18.610417 -9.503392 -0.195 -0.195 0.439
H 8.609672 -20.005254 -8.038746 -0.561 0.580 0.157
H 8.075494 -20.227653 -5.668254 -0.156 0.467 0.080
H 6.174665 -18.971394 -4.677352 -0.254 -0.080 0.133
H 4.497436 -17.883122 -6.171277 -0.669 0.316 0.192